[1]
The following is a DFT calculation (ωB97M-V/def2-TZVPD) of a structure of composition C35H40CdN4O3S4Si in a non-equilibrium geometry.

Its LUMO energy is 3.7 eV. The HOMO energy comes out at -1.85 eV. The value obtained for the total energy is -104829.03086 eV. Its orbital gap is 5.5 eV. As for the total charge: -2.

Each line ends with the Löwdin charge.
Positions of all 88 atoms, in Å:
Cd  -0.54507  -0.22411  -0.09906  1.29
C  -3.74636  4.23613  -0.53223  -0.16
C  -3.28049  3.31918  -1.46919  -0.14
C  -2.15675  2.57084  -1.22831  -0.07
C  -1.41145  2.70184  -0.02362  -0.35
C  -1.95825  3.58634  0.94402  -0.06
C  -3.07519  4.34721  0.67658  -0.14
N  -0.26890  2.00310  0.07701  -0.06
C  0.75525  2.33239  1.05000  -0.47
C  0.75495  3.74754  1.54074  -0.10
C  1.12155  4.09194  2.78276  -0.12
C  1.41798  3.09531  3.76867  -0.09
C  1.22242  1.78662  3.49441  -0.03
C  0.76727  1.34792  2.21373  -0.26
N  0.47767  0.10905  1.93421  -0.08
N  0.74993  -0.83093  2.85266  -0.02
C  0.27495  -2.05164  2.62952  -0.43
C  0.78070  -3.09522  3.45914  -0.07
C  0.32589  -4.37125  3.29802  -0.14
C  -0.64341  -4.62679  2.32149  -0.13
C  -1.09662  -3.55738  1.56654  -0.19
N  -0.67648  -2.31387  1.69618  0.05
H  -4.62156  4.83853  -0.73728  0.07
H  -3.81152  3.21070  -2.40967  0.09
H  -1.78206  1.88887  -1.98274  0.09
H  -1.49445  3.65374  1.92123  0.09
H  -3.44565  5.04058  1.42785  0.09
H  0.49302  4.49138  0.80305  0.11
H  1.16319  5.13456  3.08243  0.10
H  1.75263  3.41003  4.74894  0.09
H  1.36147  1.02416  4.24745  0.09
H  1.52835  -2.83877  4.19473  0.09
H  0.70328  -5.17922  3.91592  0.09
H  -1.02660  -5.62499  2.16194  0.07
H  -1.86267  -3.70476  0.81104  0.09
C  3.74571  -0.97189  -1.02182  -0.29
S  2.37726  -1.38736  0.11591  0.81
C  2.94814  -3.12111  0.42354  -0.21
O  1.19528  -1.56944  -0.74668  -0.65
H  3.80240  -1.68080  -1.84092  0.01
H  4.67120  -0.94774  -0.45781  0.05
H  3.52849  0.00980  -1.43442  -0.02
H  3.98057  -3.10637  0.75529  0.04
H  2.83627  -3.67830  -0.49939  0.05
H  2.31264  -3.54286  1.19726  0.02
C  0.15038  -1.06275  -4.89957  -0.17
O  1.53444  -1.28063  -5.03649  -0.28
C  2.37619  -0.52418  -4.28359  -1.39
S  3.98496  -0.92533  -4.48451  0.44
S  1.78302  0.67969  -3.29626  0.59
H  -0.33652  -1.82470  -5.50970  0.08
H  -0.12754  -0.06400  -5.25737  0.07
H  -0.17635  -1.15455  -3.85580  0.06
C  -7.02975  -1.11431  -6.58237  -0.05
C  -8.35413  -1.68859  -6.17111  -0.76
O  -9.32516  -1.74535  -6.89288  -0.03
S  -8.49164  -2.38612  -4.53745  1.00
C  -6.93119  -2.04185  -3.73165  -0.58
C  -5.91935  -2.99008  -3.74942  -0.11
C  -4.73320  -2.74026  -3.09294  -0.03
C  -4.53206  -1.54296  -2.39303  -0.26
C  -5.56984  -0.59869  -2.38680  -0.02
C  -6.75749  -0.84883  -3.03982  -0.11
C  -3.32936  -1.26466  -1.70091  -0.21
C  -2.31158  -0.96584  -1.10434  -0.12
H  -7.20604  -0.27883  -7.25887  0.09
H  -6.47643  -1.88391  -7.12455  0.10
H  -6.43479  -0.79465  -5.73135  0.06
H  -6.07603  -3.92109  -4.27582  0.10
H  -3.94589  -3.47875  -3.10979  0.11
H  -5.42571  0.32987  -1.85457  0.12
H  -7.55870  -0.12502  -3.01929  0.10
C  3.21706  5.23350  0.45018  -0.20
Si  3.25652  3.48622  -0.34153  0.58
C  5.01932  2.80513  0.02737  -0.18
C  3.00540  3.77387  -2.20130  -0.20
C  2.14342  2.09310  0.33949  -0.16
H  3.98473  5.86614  0.00889  0.02
H  3.38743  5.20244  1.52093  0.01
H  2.26465  5.72401  0.28337  0.01
H  5.81878  3.49160  -0.23611  0.01
H  5.19115  1.88396  -0.51920  0.01
H  5.11867  2.57570  1.08492  0.02
H  3.71458  4.48469  -2.61877  0.02
H  2.00609  4.15163  -2.39599  0.03
H  3.09773  2.84203  -2.74921  -0.05
H  1.91310  1.44822  -0.51101  0.02
H  2.76997  1.51884  1.02810  0.07

---

[2]
The following is a DFT calculation (ωB97M-V/def2-TZVPD) of a cluster of 2 separate species, C3H10OS in total in a non-equilibrium geometry.

The structure (SMILES) is CCSC.O. Its LUMO energy is 0.9 eV. The HOMO energy comes out at -8.41 eV. The value obtained for the total energy is -16154.82516 eV. Its orbital gap is 9.3 eV.

Each line ends with the Löwdin charge.
Positions of all 15 atoms, in Å:
C  -0.89571  1.75219  0.92514  -0.13
C  -1.47282  0.28843  0.89527  -0.53
S  -0.51230  -0.91910  1.91961  0.76
C  1.04436  -0.27572  2.66931  -0.43
H  -0.72116  1.97625  -0.11840  0.07
H  -1.61773  2.39962  1.43091  0.07
H  -0.12140  1.74854  1.68013  0.03
H  -2.46140  0.31666  1.36106  0.05
H  -1.61116  -0.21792  -0.05593  0.04
H  1.43991  -1.21723  3.05372  0.01
H  0.79950  0.34536  3.52856  0.02
H  1.84629  0.19707  2.10670  0.04
O  1.59963  -2.24472  -6.73830  -0.04
H  1.87106  -1.49426  -6.19674  0.04
H  0.81292  -2.65516  -6.46104  0.00

---

[3]
The following is a DFT calculation (ωB97M-V/def2-TZVPD) of the molecule C4H7NO in a non-equilibrium geometry.

The structure (SMILES) is CC1=NCOC1. Its LUMO energy is 0.9 eV. The HOMO energy comes out at -9.39 eV. The value obtained for the total energy is -7797.10082 eV. Its orbital gap is 10.2 eV.

Each line ends with the Löwdin charge.
Positions of all 13 atoms, in Å:
C  1.06254  0.96252  1.05964  -0.03
C  -0.22318  0.36387  0.58969  -0.33
N  -0.90709  1.10255  -0.19069  0.10
C  -1.15192  0.24945  -1.39355  -0.20
O  -0.50034  -0.99462  -1.17494  -0.12
C  -0.45580  -1.10429  0.22621  -0.16
H  1.73293  0.54755  0.29071  0.10
H  1.01532  2.03180  0.85020  0.08
H  1.48426  0.73873  2.03237  0.07
H  -0.65882  0.66027  -2.29841  0.13
H  -2.22553  0.15844  -1.56021  0.11
H  0.29369  -1.84057  0.51596  0.12
H  -1.44971  -1.41291  0.59646  0.12